{
  "formula": "C25H22Cl2IrO8P2S9",
  "method": "ωB97M-V with the def2-TZVPD basis set",
  "symbols": ["Ir", "Cl", "C", "C", "C", "C", "C", "Cl", "C", "S", "H", "H", "H", "C", "C", "O", "P", "O", "O", "O", "P", "O", "O", "O", "H", "H", "H", "H", "H", "H", "H", "C", "S", "C", "C", "S", "S", "C", "S", "S", "H", "H", "H", "O", "C", "C", "C", "C", "C", "S", "C", "C", "C", "C", "S", "C", "C", "C", "C", "S", "H", "H", "H", "H", "H", "H", "H", "H", "H"],
  "xyz": [[-0.74, -0.09, -0.12], [-1.05, 1.86, -1.40], [-2.49, 2.55, -0.65], [-2.67, 3.92, -0.77], [-3.82, 4.47, -0.24], [-4.75, 3.66, 0.39], [-4.52, 2.30, 0.50], [-5.71, 1.33, 1.31], [-3.38, 1.70, -0.01], [-3.08, -0.02, 0.20], [-1.92, 4.52, -1.27], [-3.99, 5.54, -0.32], [-5.65, 4.08, 0.82], [-1.89, -4.99, -0.72], [-0.94, -3.88, -1.16], [-0.03, -4.38, -2.15], [-1.84, -2.55, -2.04], [-3.33, -2.55, -1.57], [-1.95, -3.10, -3.51], [-1.22, -1.17, -1.99], [-0.04, -3.17, 0.29], [1.23, -2.64, -0.55], [0.34, -4.13, 1.33], [-0.92, -1.95, 0.69], [-2.45, -5.38, -1.58], [-2.60, -4.62, 0.02], [-1.30, -5.78, -0.27], [0.87, -4.25, -1.84], [-3.61, -1.67, -1.22], [-1.10, -3.48, -3.81], [1.90, -2.22, 0.01], [-2.91, 0.54, 4.70], [-2.64, -1.13, 4.08], [-0.92, -1.22, 3.75], [-0.12, -0.45, 2.97], [-0.66, 0.87, 1.96], [1.57, -0.92, 2.93], [1.47, -2.31, 3.96], [2.74, -3.26, 4.34], [-0.14, -2.56, 4.56], [-3.97, 0.57, 4.96], [-2.71, 1.29, 3.94], [-2.32, 0.72, 5.60], [1.25, 0.04, -0.13], [2.16, 0.99, -0.68], [1.99, 1.11, -2.19], [1.29, 0.27, -3.00], [1.46, 0.56, -4.38], [2.30, 1.59, -4.59], [2.90, 2.24, -3.13], [3.57, 0.42, -0.45], [4.02, -0.78, -0.92], [5.39, -1.01, -0.62], [5.95, 0.04, 0.05], [4.83, 1.29, 0.32], [2.02, 2.33, 0.04], [2.20, 2.52, 1.38], [1.99, 3.86, 1.80], [1.66, 4.68, 0.76], [1.62, 3.83, -0.72], [0.70, -0.55, -2.62], [0.97, 0.01, -5.17], [2.61, 2.03, -5.53], [3.43, -1.45, -1.52], [5.93, -1.91, -0.89], [6.97, 0.13, 0.40], [2.48, 1.73, 2.05], [2.08, 4.20, 2.82], [1.47, 5.74, 0.78]],
  "mulliken_charge": [3.553, 0.078, 0.464, -0.834, -0.560, -0.715, 0.317, -0.206, 0.229, -0.418, 0.460, 0.392, 0.446, -1.693, 0.958, -0.659, 0.644, -0.445, -0.568, -0.868, 0.741, -0.494, -0.751, -0.909, 0.413, 0.309, 0.394, 0.396, 0.258, 0.385, 0.248, -0.719, -0.015, 0.582, -0.357, -0.359, 0.019, 0.048, -0.212, -0.135, 0.353, 0.173, 0.307, -1.127, 3.811, -0.939, -0.482, -0.784, -0.683, -0.004, -0.705, -0.580, -0.838, -0.579, -0.039, -0.518, -0.723, -0.954, -0.583, -0.008, 0.436, 0.435, 0.506, 0.622, 0.424, 0.469, 0.655, 0.450, 0.493],
  "de_lowest_kcal_mol": 9.13,
  "gap_ev": [6.793, 5.048],
  "largest_force_ev_per_a": 0.963,
  "s2": 0.756,
  "multiplicity": 2,
  "homo_energy_ev": [-7.72, -7.70]
}